Entry from OMol25: a molecular structure, C39H41BGaN7O5 (wB97M-V/def2-TZVPD).

As for the net charge: 0. As for the multiplicity: 1. For the relative energy (zero: lowest compared OMol25 entry of this formula, charge and spin), the calculation gives 22.6 kcal/mol. The value obtained for the LUMO energy is 0.5 eV. The value obtained for the frontier orbital gap is 7.472 eV.

Last column: Löwdin charge in e.
Atoms and positions in Å:
Ga -0.2030 0.0878 0.5479  0.977
C -0.2143 3.4761 -0.7368  -0.126
N -0.5689 2.2544 -1.4612  -0.087
C -1.9551 2.1307 -1.8607  -0.141
C -2.7852 1.7345 -0.6827  -0.330
N -2.3219 1.6725 0.5268  0.104
C -3.3686 1.2977 1.3247  -0.220
C -3.4145 1.1110 2.6995  -0.004
C -4.6212 0.7281 3.2443  -0.086
C -5.7503 0.5265 2.4462  -0.098
C -5.7222 0.7098 1.0765  -0.029
C -4.5173 1.1114 0.5262  -0.191
N -4.1148 1.4126 -0.7574  0.170
C 0.5053 3.1771 0.5477  -0.348
N -0.0726 2.7856 1.6469  0.138
C 0.9205 2.6529 2.5821  -0.241
C 0.8532 2.2684 3.9184  -0.015
C 2.0268 2.2791 4.6407  -0.099
C 3.2414 2.6553 4.0604  -0.103
C 3.3320 3.0143 2.7312  -0.020
C 2.1575 3.0075 1.9989  -0.190
N 1.8562 3.3310 0.6979  0.175
H 0.4234 4.1350 -1.3459  0.123
H -1.1348 4.0067 -0.4741  0.127
H 0.0335 2.1127 -2.2621  0.084
H -2.3662 3.0666 -2.2912  0.131
H -2.0149 1.3535 -2.6274  0.112
H -2.5242 1.2628 3.2848  0.104
H -4.7044 0.5705 4.3105  0.100
H -6.6713 0.2135 2.9160  0.098
H -6.5973 0.5402 0.4669  0.104
H -4.6701 1.3369 -1.5923  0.162
H -0.0893 1.9714 4.3545  0.110
H 2.0089 1.9998 5.6852  0.102
H 4.1326 2.6626 4.6715  0.100
H 4.2771 3.2866 2.2886  0.110
H 2.5155 3.5571 -0.0268  0.159
C 3.7312 -1.1075 4.8265  -0.031
N 2.4169 -1.1605 4.2390  -0.053
C 1.3295 -1.5884 4.9142  -0.066
C 0.1075 -1.6195 4.3422  0.005
C -0.0016 -1.2004 2.9684  -0.560
O -1.0821 -1.1902 2.3365  -0.099
N 1.1094 -0.7988 2.3264  0.087
C 2.3134 -0.7221 2.8936  -0.536
O 3.3147 -0.3091 2.3342  0.043
H 3.6850 -1.3370 5.8892  0.087
H 4.1450 -0.1091 4.6730  0.080
H 4.3918 -1.8185 4.3241  0.095
H 1.4861 -1.9052 5.9381  0.125
H -0.7669 -1.9535 4.8705  0.103
C 2.9654 -1.2349 -4.0112  -0.034
C 2.1149 0.0119 -3.7417  -0.343
C 2.5054 0.7188 -2.4418  -0.042
C 0.6357 -0.3184 -3.8318  -0.117
C -0.0437 0.2680 -4.9003  -0.046
C -1.3580 -0.0184 -5.1972  -0.086
C -2.0199 -0.9474 -4.4222  -0.047
C -1.4069 -1.5471 -3.3344  -0.122
C -2.2184 -2.5764 -2.5767  -0.350
C -1.6097 -3.9750 -2.7068  -0.036
C -2.4453 -2.2083 -1.1096  -0.041
C -0.0759 -1.2103 -3.0090  -0.111
O 0.3772 -1.7877 -1.8537  0.156
H 4.0103 -0.9637 -4.1427  0.085
H 2.6286 -1.7401 -4.9138  0.088
H 2.9087 -1.9219 -3.1799  0.060
H 2.3255 0.7156 -4.5588  0.126
H 2.1554 0.1786 -1.5671  0.051
H 2.0763 1.7200 -2.4138  0.062
H 3.5882 0.8130 -2.3831  0.090
H 0.4838 0.9682 -5.5320  0.110
H -1.8530 0.4547 -6.0313  0.103
H -3.0320 -1.2263 -4.6702  0.110
H -3.2019 -2.6066 -3.0628  0.126
H -0.6401 -4.0181 -2.2223  0.070
H -1.4985 -4.2472 -3.7551  0.085
H -2.2579 -4.7061 -2.2290  0.084
H -1.5738 -2.4463 -0.5049  0.066
H -3.3001 -2.7565 -0.7189  0.089
H -2.6466 -1.1425 -1.0086  0.062
O 2.7255 -2.0091 -1.1342  0.177
B 1.3707 -2.3223 -1.1533  -0.818
O 1.1132 -3.4054 -0.3055  0.221
C 2.3243 -3.7742 0.1991  -0.177
C 2.6556 -4.8293 1.0253  0.012
C 4.0049 -5.0092 1.3043  -0.094
C 4.9753 -4.1604 0.7929  -0.092
C 4.6446 -3.0851 -0.0194  0.016
C 3.3093 -2.9176 -0.3089  -0.177
H 1.9073 -5.4881 1.4366  0.119
H 4.3103 -5.8396 1.9249  0.100
H 6.0150 -4.3465 1.0165  0.100
H 5.3933 -2.4145 -0.4081  0.121



Entry from OMol25: a molecular structure, C39H41N4O8PReS4 (wB97M-V/def2-TZVPD).

As for the net charge: +2. As for the multiplicity: 2. For the relative energy (zero: lowest compared OMol25 entry of this formula, charge and spin), the calculation gives 10.4 kcal/mol. The value obtained for the LUMO energy (alpha / beta) is -6.5 / -6.4 eV. The value obtained for the frontier orbital gap (alpha / beta) is 5.922 / 6.004 eV.

Last column: Löwdin charge in e.
Atoms and positions in Å:
Re -0.5118 1.7512 1.0664  1.553
O -3.9885 1.3976 -1.4009  0.156
C -2.8866 1.8818 -0.9394  -0.462
O -2.2770 1.2969 -0.0304  -0.104
C -2.4423 3.1332 -1.6512  -0.089
O -1.3283 3.7682 -1.0664  -0.117
C -1.6847 4.8617 -0.2425  -0.083
C -2.1522 4.3719 1.1114  -0.498
O -3.0460 4.7992 1.7626  0.193
O -1.3552 3.3574 1.5588  -0.290
H -4.0450 0.4359 -1.1323  0.045
H -3.2998 3.8013 -1.7643  0.163
H -2.1606 2.8016 -2.6496  0.115
H -2.4620 5.4812 -0.6897  0.150
H -0.7878 5.4673 -0.1034  0.148
C 3.5679 -4.4706 0.8915  -0.024
C 2.3156 -3.6765 1.1207  -0.241
C 2.1601 -2.9066 2.2793  -0.011
C 1.0144 -2.1690 2.4970  -0.062
C 0.0096 -2.2084 1.5334  -0.421
C 0.1348 -2.9542 0.3664  -0.059
C 1.2927 -3.6889 0.1741  -0.012
S -1.4573 -1.2741 1.6857  1.054
C -2.1130 -1.7497 3.2696  -0.179
O -0.8608 0.1562 2.1181  -0.671
H 4.1768 -4.5277 1.7913  0.086
H 4.1699 -4.0143 0.1030  0.092
H 3.3306 -5.4845 0.5704  0.095
H 2.9503 -2.8973 3.0195  0.126
H 0.9070 -1.5645 3.3905  0.119
H -0.6587 -2.9456 -0.3738  0.084
H 1.4049 -4.2814 -0.7252  0.130
H -1.3885 -1.5020 4.0434  0.065
H -2.2946 -2.8232 3.2297  0.087
H -3.0500 -1.2143 3.4100  0.078
C 0.9379 4.4263 2.8405  -0.197
P 1.1660 2.6296 2.6516  0.946
C 2.9031 2.4968 2.1472  -0.389
C 3.3096 3.2580 1.0519  -0.090
C 4.5987 3.1406 0.5568  -0.051
C 5.4912 2.2588 1.1504  -0.052
C 5.0913 1.4931 2.2372  -0.056
C 3.8010 1.6065 2.7332  -0.111
C 1.0392 2.0544 4.3654  -0.350
C -0.1443 1.4778 4.8226  -0.103
C -0.2996 1.1662 6.1660  -0.063
C 0.7237 1.4310 7.0635  -0.051
C 1.8953 2.0315 6.6217  -0.049
C 2.0506 2.3513 5.2830  -0.089
H 1.7341 4.8032 3.4817  0.073
H -0.0268 4.6150 3.3073  0.063
H 0.9796 4.9370 1.8793  0.046
H 2.6225 3.9446 0.5702  0.106
H 4.9067 3.7405 -0.2889  0.117
H 6.5003 2.1734 0.7700  0.116
H 5.7884 0.8114 2.7063  0.115
H 3.4990 0.9968 3.5757  0.105
H -0.9608 1.2938 4.1391  0.077
H -1.2280 0.7337 6.5157  0.112
H 0.6022 1.1889 8.1107  0.117
H 2.6848 2.2640 7.3234  0.118
H 2.9589 2.8437 4.9593  0.111
N 1.0597 -4.3847 -5.6871  0.136
C 0.6754 -3.1584 -5.2514  -0.302
C -0.3759 -3.0254 -4.3226  -0.014
C -0.7677 -1.7821 -3.8867  -0.087
C -0.1091 -0.6451 -4.3570  -0.375
C 0.9351 -0.7568 -5.2726  -0.077
C 1.3259 -2.0005 -5.7124  -0.009
S -0.6172 0.9256 -3.8250  0.613
O -2.0496 1.0301 -3.9572  -0.303
O 0.2004 1.9345 -4.4270  -0.259
N -0.3915 1.0416 -2.1877  -0.044
C 0.6188 0.6103 -1.5461  -0.606
S 2.0024 -0.2916 -2.1618  1.116
C 2.6806 -0.3742 -0.5644  -0.356
C 1.9293 0.2448 0.3360  -0.276
N 0.7539 0.8521 -0.1521  -0.177
H 0.5313 -5.2030 -5.4475  0.106
H 1.7403 -4.4755 -6.4192  0.110
H -0.8861 -3.9119 -3.9656  0.116
H -1.5763 -1.6824 -3.1674  0.039
H 1.4294 0.1364 -5.6307  0.124
H 2.1295 -2.0913 -6.4320  0.122
H 3.5978 -0.9066 -0.3722  0.087
H 2.1238 0.2574 1.3908  0.080
S -3.2882 -1.6916 -1.1649  0.642
C -4.3008 -2.2308 -2.4360  -0.707
N -4.2665 -1.5722 -3.6221  0.070
C -5.0200 -1.8866 -4.6994  -0.038
C -5.8893 -2.9331 -4.6426  -0.034
C -5.9627 -3.6615 -3.4444  -0.022
C -5.1853 -3.3228 -2.3660  -0.072
H -3.6013 -0.8006 -3.6919  0.115
H -4.8786 -1.2650 -5.5713  0.143
H -6.4955 -3.1852 -5.4988  0.120
H -6.6435 -4.4994 -3.3699  0.124
H -5.2373 -3.8724 -1.4384  0.110



Number 1: molecular weight 768.3 g/mol, largest force on an atom 1.0 eV/Å. Number 2: molecular weight 1039.2 g/mol, largest force on an atom 0.5 eV/Å.